A structure of composition C6H4Cl2N2O5. Source: the Open Molecules 2025 dataset; level of theory: wB97M-V/def2-TZVPD.

```
! RIJCOSX wB97M-V def2-TZVPD def2/J DEFGRID3
* xyz 0 1
C 0.436 -0.969 0.909
C 0.989 0.210 0.815
C -0.905 -1.411 0.522
C -1.119 -2.793 0.213
C 0.681 1.385 0.038
C -0.319 1.129 -1.178
N 0.141 2.508 1.030
N 0.154 0.176 -2.119
O -0.830 3.104 0.731
O 1.370 -0.045 -2.090
O -1.942 -0.693 0.707
O 0.779 2.510 2.039
O -0.670 -0.367 -2.826
Cl 2.234 2.235 -0.504
Cl -1.833 0.929 -0.784
H 1.057 -1.628 1.467
H 2.050 0.206 0.988
H -0.146 -3.470 0.085
H -2.126 -3.014 -0.043
*
```

Results
LUMO (alpha / beta) in eV: -2.3 / -2.4
HOMO (alpha / beta) in eV: -9.34 / -10.16
HOMO-LUMO gap (alpha / beta) in Ha: 0.259 / 0.286

Atomic partial charges in e from the natural (NBO) method, atoms 1 to 8: number 1, C, carries -0.2187; number 2, C, carries -0.2150; number 3, C, carries 0.2900; number 4, C, carries -0.2475; number 5, C, carries 0.0206; number 6, C, carries -0.0363; number 7, N, carries 0.5516; number 8, N, carries 0.4530

***

A structure of composition C22H13ClIN3NiO4S. Source: the Open Molecules 2025 dataset; level of theory: wB97M-V/def2-TZVPD.

```
! RIJCOSX wB97M-V def2-TZVPD def2/J DEFGRID3
* xyz -2 3
Ni -0.675 -0.023 -1.439
Cl -2.684 2.260 4.791
C -2.066 2.148 3.154
C -1.512 3.251 2.570
C -0.975 3.191 1.277
I 0.000 4.859 0.494
C -0.968 2.017 0.512
O -0.412 1.866 -0.615
C -1.625 0.880 1.146
N -1.631 -0.247 0.398
C -2.086 -1.365 0.914
C -2.572 -1.436 2.230
C -2.603 -0.303 2.993
C -2.127 0.913 2.460
H -1.466 4.179 3.124
H -2.034 -2.245 0.285
H -2.870 -2.392 2.635
H -2.957 -0.334 4.015
O -0.583 -3.712 3.364
S 0.707 -3.288 2.858
O 1.841 -4.027 3.376
N 0.715 -3.174 1.262
C 0.923 -1.914 0.837
O 0.920 -1.538 -0.337
C 1.121 -0.939 1.981
C 1.394 0.416 1.912
C 1.455 1.131 3.103
C 1.248 0.500 4.328
C 1.002 -0.867 4.393
C 0.955 -1.560 3.200
H 1.518 0.901 0.952
H 1.636 2.199 3.073
H 1.271 1.086 5.239
H 0.845 -1.371 5.339
N -0.978 -0.225 -3.154
C -1.403 -0.553 -4.351
C -2.742 -0.288 -4.805
C -3.172 -0.629 -6.070
C -2.331 -1.254 -6.994
C -1.022 -1.526 -6.585
C -0.565 -1.195 -5.326
H -3.415 0.196 -4.106
H -4.198 -0.401 -6.351
H -2.679 -1.520 -7.985
H -0.338 -2.015 -7.275
H 0.454 -1.423 -5.034
*
```

Results
LUMO (alpha / beta) in eV: 3.8 / 3.8
HOMO (alpha / beta) in eV: -0.67 / -0.65
HOMO-LUMO gap (alpha / beta) in Ha: 0.163 / 0.163

Atomic partial charges in e from the natural (NBO) method, atoms 1 to 8: number 1, Ni, carries 1.1801; number 2, Cl, carries -0.0645; number 3, C, carries -0.0878; number 4, C, carries -0.2272; number 5, C, carries -0.2926; number 6, I, carries 0.0827; number 7, C, carries 0.3465; number 8, O, carries -0.7492

***

A cluster of 2 separate species, C4H6N2S2 in total. Source: the Open Molecules 2025 dataset; level of theory: wB97M-V/def2-TZVPD.

```
! RIJCOSX wB97M-V def2-TZVPD def2/J DEFGRID3
* xyz 0 3
C -1.195 0.780 -0.463
C -1.592 0.973 0.881
C -1.262 -0.495 -0.895
C -1.713 -0.227 1.471
N 2.660 -0.076 -1.099
N 2.081 -0.961 1.508
S -1.459 -1.537 0.471
S 2.870 -1.082 0.295
H -1.027 1.518 -1.191
H -1.892 1.816 1.433
H -0.938 -0.837 -1.794
H 3.229 -0.361 -1.909
H 2.214 0.833 -1.207
H -1.978 -0.344 2.500
*
```

Results
LUMO (alpha / beta) in eV: 0.7 / -2.1
HOMO (alpha / beta) in eV: -6.95 / -9.01
HOMO-LUMO gap (alpha / beta) in Ha: 0.282 / 0.256

Atomic partial charges in e from the natural (NBO) method, atoms 1 to 8: number 1, C, carries -0.2545; number 2, C, carries -0.2730; number 3, C, carries -0.4086; number 4, C, carries -0.4192; number 5, N, carries -1.0538; number 6, N, carries -0.6003; number 7, S, carries 0.4619; number 8, S, carries 0.8353

***

Ordered total energy results: -44537.1703, -108188.5528, -28890.7874; unit eV.
Ordered ΔE to the lowest compared entry with this formula, charge and spin results: 121.0, 0.0, 22.9; unit kcal/mol.